(1)
Entry from the Open Molecules 2025 dataset: a structure of composition C24H26F4N5RuSe (ωB97M-V/def2-TZVPD).

The geometry in XYZ format:
```
61
C24H26F4N5RuSe ωB97M-V/def2-TZVPD
Ru 0.24340 0.42179 -0.19378
C -0.50404 -1.55029 3.42285
C -0.11488 -0.26687 2.75423
C 1.17252 0.24824 2.88520
C 1.53611 1.47581 2.32226
C 2.89462 2.05530 2.57647
C 0.57330 2.19794 1.60626
C -0.76236 1.74714 1.51170
C -1.84260 2.65259 0.98505
C -1.06879 0.48658 2.05395
H -0.86561 -1.33646 4.43162
H 0.33988 -2.23211 3.52320
H -1.31202 -2.05729 2.89373
H 1.90413 -0.29639 3.47108
H 2.86006 2.62979 3.50569
H 3.20504 2.73560 1.78485
H 3.64887 1.28181 2.71014
H 0.81340 3.20353 1.27849
H -1.95409 3.51242 1.64758
H -2.80429 2.14668 0.93902
H -1.60495 3.03833 -0.00763
H -2.09729 0.14358 2.03380
C 3.08966 -1.22263 0.81089
N 2.18203 -0.98818 -0.31740
C 2.94072 -0.31063 -1.38817
C 1.60960 -2.26163 -0.79051
C 0.37254 -2.67393 0.00547
N -0.67421 -1.69726 -0.19850
C -1.96861 -1.98503 -0.12202
C -2.94792 -0.99372 -0.46578
F -2.52726 0.20855 -0.86792
C -4.29479 -1.22686 -0.40627
F -5.13231 -0.25558 -0.73568
C -4.78501 -2.46554 -0.00379
C -3.87865 -3.45320 0.35104
F -4.31625 -4.62958 0.75924
C -2.51858 -3.23363 0.30499
F -1.70701 -4.19321 0.71778
H 3.95226 -1.81444 0.48582
H 2.58714 -1.76370 1.61044
H 3.45834 -0.27169 1.18820
H 3.84459 -0.87359 -1.64851
H 3.24626 0.67943 -1.05169
H 2.33219 -0.21051 -2.28384
H 2.34895 -3.06566 -0.72483
H 1.31763 -2.14413 -1.83334
H 0.61064 -2.72025 1.07546
H 0.08514 -3.67869 -0.30377
H -5.85140 -2.64443 0.03319
Se -0.76588 -0.67852 -4.30018
N -0.58679 0.82021 -5.14529
C -0.14396 1.73566 -4.30028
C 0.16789 3.09162 -4.56974
C 0.62071 3.83978 -3.52162
C 0.74749 3.28456 -2.22299
N 0.46994 2.03468 -1.92754
C 0.04667 1.25725 -2.95624
N -0.21392 -0.02118 -2.74962
H 0.05178 3.49568 -5.56649
H 0.88465 4.87777 -3.66766
H 1.08530 3.91451 -1.40865
```

## Properties
Total energy ... -4099.06030 Eh
Total charge ... +2
Frontier orbital gap (alpha / beta) ... 0.26550 / 0.25354 Ha
2S+1 ... 6
LUMO energy (alpha / beta) ... -7.121 / -8.087 eV

---

(2)
Entry from the Open Molecules 2025 dataset: an isolated molecule of C22H33N3O6S (ωB97M-V/def2-TZVPD).

The geometry in XYZ format:
```
65
C22H33N3O6S ωB97M-V/def2-TZVPD
C 0.41612 0.69980 -1.67836
C 1.91749 0.44990 -1.76386
C 2.34819 0.06713 -3.18133
O 2.55691 1.62599 -1.31246
C 3.88333 1.47645 -0.86705
C 4.18124 2.55097 0.18119
C 3.12607 2.57054 1.28740
N 2.95766 1.26917 1.89527
C 1.76176 0.68017 2.02413
O 0.69797 1.19788 1.74597
C 1.85249 -0.76449 2.54507
N 2.02322 -1.67508 1.42455
C 3.28443 -1.92967 1.00320
O 4.25890 -1.38987 1.49701
C 3.42014 -2.89879 -0.15883
O 2.34425 -3.78997 -0.34596
C 1.10205 -3.27079 -0.13126
C 0.01676 -3.86068 -0.76470
C -1.26347 -3.38928 -0.52740
C -1.44416 -2.31320 0.31756
S -3.10932 -1.75033 0.72253
O -3.27474 -1.91795 2.13728
O -4.01049 -2.42344 -0.16689
N -3.14728 -0.14762 0.39088
C -3.12058 0.24110 -0.99458
C -4.49703 0.67949 -1.51183
C -5.32752 1.41754 -0.45922
C -4.54219 2.43755 0.37221
C -3.95399 1.82325 1.64307
C -2.81100 0.83669 1.38808
C -0.37571 -1.70756 0.94968
C 0.90765 -2.19727 0.74963
H 0.14214 1.50931 -2.34908
H -0.13021 -0.19961 -1.94957
H 0.15965 0.98339 -0.66076
H 2.17484 -0.37873 -1.07989
H 1.81231 -0.82160 -3.50417
H 3.41682 -0.13475 -3.21893
H 2.12571 0.88332 -3.86372
H 4.02508 0.48045 -0.42206
H 4.59114 1.57337 -1.70390
H 4.18894 3.53003 -0.29680
H 5.16989 2.35775 0.60118
H 2.15692 2.85188 0.87040
H 3.41186 3.29974 2.05357
H 3.79262 0.72459 2.06953
H 0.94458 -1.02924 3.08649
H 2.72172 -0.88013 3.19697
H 3.57956 -2.30382 -1.07475
H 4.31144 -3.51079 0.00285
H 0.19791 -4.69693 -1.42027
H -2.12704 -3.83928 -0.98909
H -2.77316 -0.61754 -1.57556
H -2.39385 1.05061 -1.11381
H -5.05380 -0.20358 -1.82640
H -4.34515 1.31661 -2.38589
H -5.76443 0.68220 0.21772
H -6.14993 1.91964 -0.97364
H -5.21973 3.23966 0.67463
H -3.75125 2.88848 -0.22919
H -4.75057 1.30455 2.17926
H -3.57134 2.61529 2.29022
H -2.60969 0.28882 2.30938
H -1.90317 1.37679 1.08994
H -0.55899 -0.85809 1.58438
```

## Properties
Total energy ... -1872.04646 Eh
Total charge ... 0
Frontier orbital gap ... 0.34470 Ha
Relative energy (zero: lowest compared OMol25 entry of this formula, charge and spin) ... 62.8 kJ/mol
LUMO energy ... 0.562 eV
Structure (SMILES) ... CC(C)OCCCNC(=O)CN1C(=O)COc2ccc(S(=O)(=O)N3CCCCCC3)cc21

---

(3)
Entry from the Open Molecules 2025 dataset: a structure of composition C8H10O3PtS4Se2 (ωB97M-V/def2-TZVPD).

The geometry in XYZ format:
```
28
C8H10O3PtS4Se2 ωB97M-V/def2-TZVPD
Pt -0.07939 0.75123 -1.44484
O -0.27954 3.13109 -7.98365
C -0.22623 2.70330 -6.83915
S -0.85621 1.13893 -6.33533
C -0.44750 1.25977 -4.63700
C 0.15935 2.38467 -4.24441
S 0.68184 2.66809 -2.58175
S 0.44851 3.59246 -5.47615
S -0.87302 -0.04198 -3.52316
O -0.69175 -1.14192 4.52544
C 0.45457 -1.19950 3.62678
C 0.08027 -0.75718 2.22488
C -0.91416 -1.75698 1.65185
O -0.28737 -3.05517 1.46573
C -0.49430 0.66497 2.25995
Se -1.27627 1.37557 0.60932
C 1.41756 -0.76791 1.46150
Se 1.36775 -1.02021 -0.46808
H -0.43860 -1.59202 5.33486
H 0.81596 -2.22569 3.55610
H 1.25568 -0.55577 3.99795
H -1.30733 -1.38510 0.71469
H -1.74698 -1.88920 2.34281
H 0.22973 -2.91764 0.64851
H 0.31109 1.33506 2.57089
H -1.27477 0.73377 3.01899
H 2.02286 -1.58996 1.83891
H 1.94825 0.15732 1.68436
```

## Properties
Total energy ... -7051.59510 Eh
Total charge ... -2
Frontier orbital gap ... 0.16681 Ha
LUMO energy ... 4.522 eV

---

(4)
Entry from the Open Molecules 2025 dataset: a structure of composition C22H55Br3ClF2N7O19P2S2 (ωB97M-V/def2-TZVPD).

The geometry in XYZ format:
```
113
C22H55Br3ClF2N7O19P2S2 ωB97M-V/def2-TZVPD
N 3.42263 0.13939 -2.68983
S 2.83172 -0.71578 -3.81684
O 3.14927 -2.13287 -3.79985
O 2.62300 -0.03868 -5.07820
F 1.35474 -0.80093 -3.25879
S 4.99528 0.08059 -3.22661
O 5.33007 1.00937 -4.26099
O 5.68384 -1.19129 -3.14557
F 5.64809 0.79588 -1.90189
Cl 0.13664 -2.23764 0.30354
O 0.72519 -1.40805 1.31804
O -1.02354 -2.94266 0.85282
O -0.34384 -1.35787 -0.72661
O 1.09643 -3.13103 -0.29164
C -3.31435 -4.42517 3.13729
Br -4.56007 -3.56535 1.87807
Br -4.03513 -6.18459 3.62089
Br -2.97077 -3.32086 4.69116
H -2.36215 -4.56738 2.63857
O 1.41434 1.67214 2.53031
P 1.83714 1.34631 3.90023
N 3.35632 0.61146 4.07090
C 4.58655 1.33868 3.81757
C 3.43310 -0.81848 3.72710
N 0.79203 0.35261 4.78870
C -0.60177 0.29749 4.33170
C 1.06878 -0.33232 6.04223
N 2.02987 2.69740 4.93216
C 2.55846 2.64667 6.27661
C 1.41185 3.96380 4.55742
H 5.41986 0.94809 4.40549
H 4.38927 2.35800 4.16366
H 4.83977 1.39643 2.75646
H 4.27702 -1.06046 3.08294
H 2.55354 -1.24789 3.24516
H 3.56090 -1.38884 4.65664
H -0.99035 1.30120 4.17679
H -0.67992 -0.47000 3.55729
H -1.16957 -0.19518 5.12959
H 0.63341 -1.33049 6.12059
H 2.15133 -0.45206 6.11198
H 0.70710 0.26070 6.88912
H 3.07941 1.71697 6.48696
H 3.13636 3.56244 6.42994
H 1.68534 2.71295 6.94776
H 1.88328 4.81990 5.05045
H 0.35155 3.93398 4.82498
H 1.59378 4.16846 3.50249
O -0.40708 1.72825 -2.25067
P -1.56446 1.79248 -3.15110
N -1.13929 1.67827 -4.79335
C -2.01921 1.22751 -5.82016
C 0.18573 2.09534 -5.19465
N -2.40244 3.22993 -2.97542
C -3.72622 3.40740 -3.59276
C -2.23613 3.95255 -1.71280
N -2.73287 0.58504 -3.02219
C -2.26089 -0.78843 -3.24034
C -3.79251 0.63038 -2.01444
H -2.32959 2.02731 -6.51316
H -2.90805 0.66144 -5.54959
H -1.48166 0.54704 -6.49999
H 0.73000 1.22071 -5.57654
H 0.80000 2.40096 -4.35144
H 0.24286 2.79180 -6.03808
H -4.50035 3.23647 -2.84339
H -3.84918 4.46244 -3.86507
H -3.82466 2.86873 -4.52965
H -2.69400 4.94090 -1.78538
H -2.78556 3.38368 -0.95360
H -1.19224 4.02516 -1.42288
H -1.77894 -1.23378 -2.36679
H -3.07515 -1.39070 -3.65244
H -1.49481 -0.80985 -4.01968
H -4.65381 1.23151 -2.31360
H -3.50976 0.92342 -1.00155
H -4.19985 -0.38160 -1.99964
C -5.53837 -4.11708 -5.16154
O -4.33965 -4.43511 -4.48437
C -4.43122 -4.55183 -3.15079
O -5.46092 -4.68139 -2.55028
O -3.18854 -4.52836 -2.68030
C -3.08513 -4.59283 -1.26635
H -6.34946 -3.68889 -4.57398
H -5.92309 -5.03091 -5.61932
H -5.30636 -3.37800 -5.92839
H -2.23706 -5.21532 -0.98886
H -3.90092 -5.13973 -0.78036
H -3.09372 -3.63404 -0.75329
C 7.15175 -0.63269 0.54241
O 5.78469 -0.33763 0.79020
C 4.81180 -1.13837 0.38346
O 3.65872 -0.86692 0.51890
O 5.29432 -2.29898 -0.07750
C 4.39531 -3.15423 -0.77167
H 7.35579 -0.55564 -0.52451
H 7.40110 -1.64384 0.86824
H 7.72393 0.06966 1.14366
H 4.97091 -3.98721 -1.16708
H 3.73866 -2.68722 -1.50257
H 3.68600 -3.59243 -0.05974
C -1.92345 4.34925 1.75516
O -2.63350 3.16076 1.98534
C -2.10349 2.01144 1.56326
O -1.07512 1.90125 0.98875
O -2.96468 1.03773 1.91836
C -2.67971 -0.24857 1.30769
H -1.28939 4.32428 0.86942
H -1.28030 4.65551 2.58345
H -2.63940 5.15834 1.60330
H -3.44540 -0.98530 1.52490
H -1.75107 -0.62441 1.73826
H -2.42863 -0.18072 0.24981
```

## Properties
Total energy ... -12545.02094 Eh
Total charge ... -2
Frontier orbital gap ... 0.25939 Ha
Relative energy (zero: lowest compared OMol25 entry of this formula, charge and spin) ... 0.0 kJ/mol
LUMO energy ... 3.147 eV